# 1
Density functional theory data (ωB97M-V/def2-TZVPD) for an isolated molecule of CH6F3N3P2.

Its HOMO energy is -9.4 eV. The energy above the lowest of the compared OMol25 structures with the same formula, charge and spin comes out at 0.789 eV. For the gap between HOMO and LUMO, the calculation gives 9.58 eV. Its LUMO energy is 0.23 eV.

Geometry (Å):
C: -1.4866 1.4426 -1.3108
N: -0.2651 -1.4380 0.0106
N: 2.3368 -1.5632 1.1081
N: 0.4016 0.8466 0.4919
F: -2.5466 -0.6910 -0.2830
F: -1.7040 0.4971 1.4667
F: 2.2241 -0.4117 -1.1400
P: -1.1073 0.1271 -0.0382
P: 1.2389 -0.8097 0.2304
H: -0.8849 1.0499 -2.1366
H: -1.2816 2.4230 -0.7515
H: 1.9981 -2.1054 1.8754
H: 3.0978 -2.1112 0.6771
H: -2.5332 1.3493 -1.4838
H: 0.5119 1.3946 1.2837


# 2
Density functional theory data (ωB97M-V/def2-TZVPD) for a 2-piece molecular cluster, C14H16O overall.

Its HOMO energy is -8.1 eV. The energy above the lowest of the compared OMol25 structures with the same formula, charge and spin comes out at 3.144 eV. For the gap between HOMO and LUMO, the calculation gives 8.84 eV. Its LUMO energy is 0.78 eV.

Geometry (Å):
C: 0.5257 -2.1195 2.0106
C: 0.0930 -1.9187 0.5976
C: 0.7975 -2.7847 -0.2608
C: 0.5072 -2.6674 -1.6349
C: -0.5129 -1.8184 -2.0456
O: -1.0408 -2.1136 -3.2930
C: -1.2764 -0.9268 -1.2035
C: -0.9516 -1.1145 0.1584
H: 0.2815 -1.1295 2.4011
H: 1.6412 -2.3004 2.2389
H: -0.0948 -2.9795 2.4718
H: 1.3950 -3.6135 0.1650
H: 1.0850 -3.2602 -2.3601
H: -1.6486 -1.4777 -3.6047
H: -2.0998 -0.4456 -1.5167
H: -1.6807 -0.5971 0.9038
C: 1.3488 2.0929 2.1763
C: 0.6098 2.2233 0.8993
C: 1.0682 1.5306 -0.2631
C: 0.3892 1.5746 -1.4698
C: -0.9272 2.0688 -1.3868
C: -1.4157 2.7193 -0.2851
C: -0.6522 2.8740 0.8516
H: 0.8543 2.1975 3.2472
H: 2.3219 2.5951 1.8833
H: 1.6901 1.1518 2.5271
H: 1.8819 0.7265 -0.2196
H: 0.6398 0.8912 -2.3087
H: -1.5742 1.9058 -2.2723
H: -2.2956 3.2490 -0.1631
H: -0.9597 3.4666 1.7561


# 3
Density functional theory data (ωB97M-V/def2-TZVPD) for a 15-piece molecular cluster, C66H173N11O26 overall.

Its HOMO energy is -8.3 eV. The energy above the lowest of the compared OMol25 structures with the same formula, charge and spin comes out at 1.154 eV. For the gap between HOMO and LUMO, the calculation gives 8.75 eV. Its LUMO energy is 0.46 eV.

Geometry (Å):
O: -5.9348 -3.9708 -0.1716
H: -6.0405 -4.2120 0.7487
H: -6.4252 -4.6376 -0.6523
O: 1.4741 2.8999 -1.5976
H: 0.6053 2.8908 -1.9994
H: 2.0574 2.5672 -2.2797
O: -2.2256 1.4239 3.0492
H: -1.6430 0.9130 2.4872
H: -1.9763 2.3340 2.8889
O: 3.7558 -5.0034 -2.9389
H: 4.3476 -5.6564 -2.5653
H: 4.1601 -4.7622 -3.7724
C: -9.5778 7.0932 2.0555
O: -9.5774 5.7023 2.1329
C: -10.1173 5.0473 3.2800
C: -9.9110 3.4954 3.1558
N: -10.7745 2.9329 2.1082
C: -10.6348 1.4380 2.0443
C: -9.2819 0.7719 1.9134
O: -8.6908 0.5689 3.2321
C: -7.4372 -0.0627 3.2195
H: -9.3107 7.5433 3.0117
H: -10.5450 7.4732 1.7265
H: -8.8680 7.2617 1.2456
H: -11.1840 5.2711 3.2924
H: -9.5412 5.3805 4.1433
H: -10.3099 3.1002 4.0901
H: -8.8932 3.1072 3.1196
H: -10.3803 3.3672 1.2859
H: -11.3303 1.0746 1.2877
H: -11.0182 1.1742 3.0300
H: -8.6077 1.4239 1.3580
H: -9.3848 -0.1485 1.3387
H: -7.5466 -1.1448 3.1469
H: -6.9819 0.1346 4.1900
H: -6.8012 0.4163 2.4751
C: 6.2120 2.3242 8.7780
O: 6.2861 1.6642 7.4955
C: 5.4225 0.5565 7.3475
C: 5.7713 -0.2535 6.0809
N: 5.0324 -1.4754 5.8952
C: 3.6795 -1.2301 5.3911
C: 2.9722 -2.5693 4.9946
O: 3.8340 -3.3257 4.1317
C: 3.9234 -2.9489 2.8114
H: 6.9551 3.1198 8.7251
H: 6.3986 1.6319 9.5990
H: 5.2079 2.7337 8.8889
H: 4.3768 0.8630 7.3190
H: 5.5128 -0.1509 8.1719
H: 6.7734 -0.6684 5.9722
H: 5.5556 0.3751 5.2169
H: 5.5465 -2.0966 5.2870
H: 3.6126 -0.5326 4.5562
H: 3.0543 -0.7840 6.1645
H: 1.9536 -2.4883 4.6151
H: 2.8172 -3.1772 5.8859
H: 4.1415 -3.7756 2.1352
H: 4.8233 -2.3483 2.6797
H: 3.0731 -2.3905 2.4199
C: -0.1326 -4.0033 2.1144
O: -1.4568 -4.1309 2.5937
C: -2.3130 -3.2580 1.8641
C: -3.6870 -3.7298 2.3365
N: -3.9948 -3.5146 3.7900
C: -4.3345 -2.1667 4.0960
C: -4.5171 -2.0103 5.5908
O: -4.7341 -0.6147 5.9017
C: -5.0048 -0.3436 7.2619
H: 0.5076 -4.5133 2.8342
H: 0.2058 -2.9685 2.0632
H: -0.0802 -4.4217 1.1092
H: -2.3483 -3.5476 0.8139
H: -1.9806 -2.2372 2.0528
H: -3.7008 -4.7589 1.9774
H: -4.4387 -3.2744 1.6917
H: -3.3207 -3.8866 4.4437
H: -5.3138 -1.8412 3.7451
H: -3.5933 -1.4494 3.7437
H: -3.6581 -2.4236 6.1194
H: -5.4076 -2.5511 5.9112
H: -4.1356 -0.3983 7.9173
H: -5.8673 -0.8487 7.6968
H: -5.3227 0.6962 7.3373
C: -5.1496 3.2764 1.4893
O: -5.3201 4.5011 0.6671
C: -5.5947 5.7081 1.4080
C: -5.1548 6.9419 0.5502
N: -3.7193 6.9135 0.1700
C: -3.4038 8.1207 -0.6845
C: -2.0241 7.9301 -1.3568
O: -1.9217 6.7887 -2.1863
C: -0.5782 6.4828 -2.5652
H: -4.9269 2.4080 0.8692
H: -6.0638 3.1646 2.0721
H: -4.3123 3.3545 2.1828
H: -4.9941 5.7819 2.3146
H: -6.6465 5.5949 1.6704
H: -5.2962 7.7364 1.2829
H: -5.8663 7.0057 -0.2731
H: -3.6792 6.0698 -0.3838
H: -3.3597 8.9432 0.0294
H: -4.2206 8.3523 -1.3681
H: -1.2929 7.8968 -0.5492
H: -1.8898 8.8031 -1.9956
H: -0.2045 7.3480 -3.1129
H: -0.4004 5.6530 -3.2492
H: -0.0144 6.2530 -1.6611
C: 5.2619 -4.3528 -6.5479
O: 4.1042 -4.7198 -5.7922
C: 2.9018 -4.8035 -6.5533
C: 1.7821 -5.5524 -5.7161
N: 1.1330 -4.7105 -4.6763
C: 0.0854 -5.3324 -4.0130
C: -0.4226 -4.4594 -2.8548
O: -1.0803 -3.2430 -3.3677
C: -1.7935 -2.4532 -2.3881
H: 5.1145 -3.3662 -6.9872
H: 5.5976 -5.0176 -7.3439
H: 6.0502 -4.2297 -5.8053
H: 3.0171 -5.4156 -7.4478
H: 2.6017 -3.8150 -6.9011
H: 2.1133 -6.4458 -5.1867
H: 1.1158 -5.8738 -6.5166
H: 1.8061 -4.5543 -3.9397
H: 0.4830 -6.2354 -3.5497
H: -0.7457 -5.4923 -4.6998
H: 0.4228 -4.0383 -2.3106
H: -1.0368 -5.1214 -2.2443
H: -2.8035 -2.7888 -2.1528
H: -1.8674 -1.4209 -2.7300
H: -1.2293 -2.2403 -1.4801
C: 1.7148 -6.6147 -0.6911
O: 2.8093 -7.1549 0.0239
C: 3.4382 -6.2380 0.8571
C: 4.7961 -6.7262 1.4858
N: 5.9714 -6.6418 0.6415
C: 5.8873 -7.4770 -0.6041
C: 6.8125 -6.9397 -1.6395
O: 6.3552 -5.6234 -2.0578
C: 7.1546 -5.1056 -3.0682
H: 1.2882 -7.3904 -1.3271
H: 2.0526 -5.8572 -1.3983
H: 0.8916 -6.3325 -0.0346
H: 2.6966 -5.9407 1.5985
H: 3.6005 -5.2720 0.3789
H: 4.7266 -7.7761 1.7701
H: 4.9189 -6.0942 2.3653
H: 6.2072 -5.7261 0.2865
H: 4.8455 -7.4747 -0.9246
H: 6.2005 -8.4822 -0.3220
H: 6.9442 -7.6417 -2.4629
H: 7.7641 -6.8083 -1.1246
H: 6.6433 -4.2799 -3.5632
H: 7.3624 -5.8195 -3.8652
H: 8.1344 -4.7214 -2.7845
C: -0.6215 3.8223 -6.5786
O: -0.5246 2.7163 -5.6723
C: -1.2376 1.6307 -6.2256
C: -0.9553 0.3735 -5.4457
N: 0.4756 0.0719 -5.5550
C: 0.9701 -0.6968 -4.4252
C: 2.4115 -1.1496 -4.7729
O: 3.4008 -0.0768 -4.8751
C: 4.7357 -0.6375 -5.0950
H: -0.5869 3.5507 -7.6336
H: 0.1413 4.5580 -6.3239
H: -1.5236 4.4211 -6.4535
H: -0.9278 1.4046 -7.2459
H: -2.2787 1.9381 -6.3241
H: -1.5098 -0.5182 -5.7380
H: -1.2988 0.4856 -4.4173
H: 0.9674 0.9517 -5.4897
H: 0.3098 -1.5526 -4.2844
H: 0.9492 -0.1498 -3.4826
H: 2.3894 -1.8188 -5.6330
H: 2.7153 -1.7797 -3.9369
H: 4.8446 -1.4014 -4.3251
H: 5.5239 0.1149 -5.1244
H: 4.7007 -1.0866 -6.0875
C: -4.4666 -0.6422 0.3700
O: -3.0757 -0.6750 0.0767
C: -2.4876 0.6212 -0.0940
C: -0.9626 0.5539 -0.0034
N: -0.4674 -0.2030 1.1829
C: 1.0329 -0.1427 1.3847
C: 1.8425 -0.6697 0.1344
O: 1.8777 -2.0576 0.2287
C: 2.4052 -2.7218 -0.9495
H: -4.8458 -0.0394 1.1952
H: -4.8997 -1.6099 0.6234
H: -4.8719 -0.2256 -0.5521
H: -2.7969 1.3613 0.6440
H: -2.8149 0.8441 -1.1095
H: -0.5341 1.5463 0.1364
H: -0.6358 0.0932 -0.9356
H: -0.8080 -1.1538 1.1767
H: 1.3001 -0.7214 2.2690
H: 1.2750 0.8839 1.6596
H: 2.8821 -0.3824 0.2920
H: 1.4441 -0.3069 -0.8131
H: 2.4736 -3.7831 -0.7106
H: 3.3896 -2.3409 -1.2213
H: 1.7202 -2.6058 -1.7894
C: 4.7915 0.7315 2.0272
O: 3.7168 1.1477 2.7689
C: 3.9864 2.3994 3.3710
C: 2.6823 2.9767 4.0279
N: 1.8212 3.5284 2.9980
C: 0.6026 4.1565 3.6705
C: -0.2357 4.7261 2.5464
O: -0.6571 3.6608 1.6755
C: -1.5240 4.0975 0.6527
H: 5.7335 0.8133 2.5695
H: 4.9937 1.2702 1.1014
H: 4.5967 -0.3013 1.7382
H: 4.3795 3.0951 2.6296
H: 4.7320 2.3384 4.1638
H: 3.0773 3.7319 4.7074
H: 2.1956 2.1909 4.6056
H: 1.5085 2.7609 2.4206
H: 0.8312 4.9222 4.4118
H: -0.0112 3.3818 4.1300
H: 0.2793 5.4047 1.8663
H: -1.0329 5.2948 3.0252
H: -2.4587 3.9766 1.2002
H: -1.5599 3.5307 -0.2777
H: -1.2443 5.1265 0.4268
C: -4.8466 7.8739 -4.2329
O: -5.5308 6.8295 -3.5794
C: -5.5592 5.5884 -4.4007
C: -4.1246 4.9272 -4.6144
N: -3.3377 4.8089 -3.3968
C: -4.0681 4.1059 -2.3606
C: -4.5649 2.7387 -2.7426
O: -3.6175 1.8734 -3.2742
C: -3.9947 0.5093 -3.4664
H: -5.1067 8.7575 -3.6501
H: -5.2375 8.0605 -5.2331
H: -3.7574 7.8505 -4.1996
H: -6.0367 5.7666 -5.3642
H: -6.2109 4.8277 -3.9708
H: -3.5230 5.4055 -5.3872
H: -4.2240 3.9372 -5.0596
H: -3.1949 5.7141 -2.9721
H: -4.8458 4.7928 -2.0270
H: -3.2986 4.0359 -1.5918
H: -5.4676 2.7879 -3.3515
H: -4.9218 2.2866 -1.8173
H: -3.4027 0.0019 -4.2281
H: -5.0429 0.4521 -3.7599
H: -3.9440 -0.1971 -2.6378
C: 11.1071 -3.2005 0.3657
O: 9.7981 -2.9129 0.7898
C: 8.9381 -4.0615 0.8488
C: 7.5304 -3.6086 1.2215
N: 6.6779 -3.0030 0.1532
C: 7.2705 -1.7629 -0.3592
C: 6.2137 -0.8835 -1.0070
O: 6.8848 0.3621 -1.0914
C: 6.3669 1.3115 -2.0441
H: 11.1051 -3.6457 -0.6292
H: 11.6369 -3.9609 0.9394
H: 11.7251 -2.3078 0.4619
H: 9.4007 -4.7769 1.5287
H: 8.8236 -4.4929 -0.1456
H: 7.5735 -3.1123 2.1910
H: 7.0104 -4.4739 1.6326
H: 6.5426 -3.6443 -0.6152
H: 7.9371 -2.0137 -1.1843
H: 7.7521 -1.1655 0.4148
H: 5.3394 -0.7772 -0.3649
H: 5.7619 -1.2793 -1.9166
H: 6.8724 2.2433 -1.7908
H: 5.3096 1.4640 -1.8276
H: 6.4787 0.9375 -3.0619


# 4
Density functional theory data (ωB97M-V/def2-TZVPD) for C26H38Cl8N2OS4 as an isolated structure.

Its HOMO energy is -8.2 eV. For the gap between HOMO and LUMO, the calculation gives 7.49 eV. Its LUMO energy is -0.69 eV.

Geometry (Å):
C: 5.9070 -3.3021 0.3122
C: 4.8960 -3.2234 -0.9390
S: 3.5892 -1.8926 -0.7247
C: 4.6001 -0.3149 -0.4618
C: 3.7191 0.8670 -1.0888
C: 2.4032 1.1462 -0.1499
C: 1.1079 1.1793 -1.0998
C: -0.2677 1.3887 -0.2670
S: -1.6012 1.6769 -1.5258
C: -3.2809 1.6602 -0.6730
S: -3.9162 3.1451 -0.2726
N: -3.8767 0.3361 -0.4736
C: -4.3459 -0.3104 -1.7059
C: -5.7765 -0.3234 -2.2802
C: -6.1089 -1.0931 -3.5875
C: -5.0162 -1.8704 -4.3575
C: -3.5500 -1.8734 -3.8300
C: -3.2633 -1.1077 -2.5241
C: -4.7945 0.2359 0.6658
C: -4.3257 -0.6838 1.8529
C: -5.2113 -0.9345 3.1248
C: -6.6192 -0.2334 3.1899
C: -7.1171 0.7073 2.0511
C: -6.1834 0.8880 0.8263
O: 4.4029 2.0414 -1.5366
C: 5.4518 2.5685 -0.7210
S: 7.1645 1.8552 -1.1044
C: 5.1939 2.6803 0.8598
N: 4.4928 3.9810 1.1640
H: 6.7225 -4.0944 0.1016
H: 6.4820 -2.3200 0.4855
H: 5.3776 -3.6625 1.2701
H: 4.4190 -4.2597 -1.0378
H: 5.5300 -2.9991 -1.8809
H: 5.5838 -0.5132 -1.0347
H: 4.7672 -0.2566 0.6639
H: 3.2473 0.3984 -2.0399
H: 2.3584 0.3171 0.6564
H: 2.4968 2.1909 0.3209
H: 1.0392 0.1811 -1.6672
H: 1.1752 2.0182 -1.8898
H: -0.1315 2.3014 0.4087
H: -0.5589 0.4713 0.3471
H: -6.6148 0.2222 -1.7440
H: -7.1861 -1.1088 -3.9820
H: -5.2656 -2.4553 -5.3074
H: -2.7183 -2.4441 -4.3634
H: -2.1784 -1.1447 -2.1364
H: -3.3225 -1.2225 1.8133
H: -4.8302 -1.6545 3.9716
H: -7.2721 -0.4351 4.1017
H: -8.1256 1.2227 2.1454
H: -6.5475 1.5663 -0.0299
H: 5.5788 3.6706 -1.0615
H: 7.4276 0.8327 -0.1827
H: 6.2326 2.7560 1.3585
H: 4.6538 1.7936 1.3294
H: 3.9237 3.7918 2.0039
H: 3.9132 4.2442 0.3594
C: -0.4531 -0.1518 -4.9784
Cl: -1.6393 -0.6787 -6.1787
Cl: 0.2932 -1.5336 -4.1652
H: 0.3230 0.4261 -5.4779
H: -0.9542 0.4675 -4.2345
C: -4.2445 -0.7983 7.1446
Cl: -2.7186 0.0582 7.3986
Cl: -4.7497 -0.7190 5.4446
H: -4.1152 -1.8423 7.4266
H: -5.0142 -0.3414 7.7661
C: 3.5192 -6.1800 2.4851
Cl: 2.6656 -4.8379 1.7142
Cl: 4.8013 -6.8066 1.4414
H: 3.9609 -5.8297 3.4168
H: 2.8089 -6.9792 2.6912
C: 0.3013 5.3762 0.2161
Cl: -0.5501 6.7190 -0.5537
Cl: 1.5779 4.7430 -0.8320
H: 0.7481 5.7266 1.1454
H: -0.4114 4.5795 0.4264


# 5
Density functional theory data (ωB97M-V/def2-TZVPD) for C30H34N7O5S5W as an isolated structure.

As for the net charge: +1. Its HOMO energy is -9.5 eV. The energy above the lowest of the compared OMol25 structures with the same formula, charge and spin comes out at 0.000 eV. For the gap between HOMO and LUMO, the calculation gives 6.39 eV. Its LUMO energy is -3.16 eV.

Geometry (Å):
W: 0.4265 0.2485 1.0428
N: 4.6696 0.2154 2.4638
C: 3.4057 0.5406 2.1730
S: 2.1356 -0.5570 2.6559
N: 3.1733 1.6859 1.5927
N: 1.8496 1.8694 1.3180
C: 1.4691 3.0951 1.2077
C: 0.0897 3.3013 0.8826
C: -0.4980 4.5578 0.7527
C: -1.8284 4.6408 0.4094
C: -2.5400 3.4614 0.2049
C: -1.8992 2.2530 0.3561
N: -0.5987 2.1606 0.6853
H: 4.8841 -0.6815 2.8582
H: 5.4149 0.8209 2.1645
H: 2.1759 3.9011 1.3593
H: 0.1006 5.4418 0.9242
H: -2.3109 5.6026 0.3020
H: -3.5868 3.4755 -0.0621
H: -2.4162 1.3155 0.2051
S: -1.8944 -0.8760 1.5502
C: -0.9316 -2.2155 1.1079
N: 0.3367 -1.9611 0.9178
C: 1.0757 -3.1313 0.6895
C: 2.4537 -3.2576 0.5620
C: 2.9863 -4.5155 0.3581
C: 2.1749 -5.6491 0.2968
C: 0.8068 -5.5418 0.4547
C: 0.2721 -4.2761 0.6572
S: -1.3942 -3.8672 0.9589
H: 3.0913 -2.3898 0.5981
H: 4.0562 -4.6185 0.2375
H: 2.6199 -6.6212 0.1333
H: 0.1709 -6.4167 0.4319
C: -0.9589 0.3997 -5.4201
N: -0.9938 0.9036 -4.0525
N: -1.0710 0.0074 -3.0088
C: -0.5308 0.5698 -1.8943
O: -0.6276 -0.0128 -0.7722
C: -0.0319 1.8373 -2.2789
C: -0.3107 1.9850 -3.6117
C: 0.0862 3.0726 -4.5450
C: -1.9294 -1.1337 -3.0553
C: -3.2560 -0.9751 -3.4325
C: -4.0774 -2.0899 -3.4846
C: -3.5725 -3.3385 -3.1473
C: -2.2465 -3.4753 -2.7618
C: -1.4082 -2.3708 -2.7145
H: -1.6177 -0.4602 -5.4945
H: 0.0521 0.1039 -5.7045
H: -1.3227 1.1756 -6.0885
H: 0.4864 2.5370 -1.6479
H: 0.5022 3.9055 -3.9838
H: -0.7648 3.4320 -5.1233
H: 0.8457 2.7215 -5.2472
H: -3.6353 0.0086 -3.6813
H: -5.1114 -1.9824 -3.7830
H: -4.2154 -4.2076 -3.1881
H: -1.8555 -4.4496 -2.5037
H: -0.3660 -2.4478 -2.4294
O: -0.2699 1.0880 2.9526
S: -0.4722 0.1695 4.1808
C: -2.1395 0.5428 4.7657
C: -2.0007 0.6302 6.2783
C: -0.7762 1.5113 6.5345
C: 0.3154 1.0710 5.5526
H: -2.8112 -0.2310 4.4026
H: -2.4074 1.5041 4.3229
H: -1.8537 -0.3656 6.7033
H: -2.9051 1.0417 6.7243
H: -0.4280 1.4263 7.5623
H: -1.0315 2.5571 6.3600
H: 1.0422 0.3898 5.9924
H: 0.8540 1.8929 5.0838
C: 3.1468 0.4994 -2.7089
S: 2.5857 -0.7446 -1.5546
O: 3.7812 -1.4158 -1.1216
O: 1.5737 -1.5368 -2.2131
O: 1.9869 0.0508 -0.4136
H: 2.4391 0.5690 -3.5275
H: 4.1156 0.1700 -3.0743
H: 3.2452 1.4532 -2.1979